# 1
Here is a molecular structure, C38H50IN5O5SSi4Ti from the Open Molecules 2025 dataset. Energies are from wB97M-V/def2-TZVPD.

Summary:
expectation value of S²: 2.0256
HOMO-LUMO gap (spin up / spin down): 4.955 / 5.616 eV
2S+1: 3
E_tot: -131474.2735 eV
total charge: -2
HOMO level (spin up / spin down): -1.561 / -2.222 eV
molar mass: 976.03 g mol⁻¹

Geometry (Å):
Ti -0.33444 0.80131 -0.58775
C 4.83887 1.31872 -3.43646
C 4.60498 2.38076 -2.56984
C 3.35186 2.55782 -2.00991
C 2.28651 1.69988 -2.31724
C 2.53371 0.63690 -3.18454
C 3.79984 0.44742 -3.72642
N 1.00622 1.97996 -1.78556
C 0.52322 3.21630 -2.14406
C 1.00453 4.02787 -3.18750
C 0.42734 5.26191 -3.44746
C -0.63435 5.74262 -2.68262
C -1.12766 4.96510 -1.64678
C -0.56295 3.71960 -1.38442
N -0.95077 2.85576 -0.38986
N -1.85551 3.27848 0.46690
C -2.10065 2.32992 1.39339
C -2.99429 2.60602 2.45324
C -3.24483 1.64266 3.39043
C -2.62288 0.39080 3.27730
C -1.76553 0.19231 2.21968
N -1.47348 1.12707 1.30392
H 5.82218 1.16477 -3.86511
H 5.40827 3.06277 -2.31381
H 3.16180 3.38356 -1.33424
H 1.73369 -0.04541 -3.42850
H 3.96331 -0.39273 -4.39163
H 1.82128 3.67706 -3.80321
H 0.81065 5.85657 -4.26979
H -1.07778 6.70614 -2.90348
H -1.95102 5.29526 -1.02791
H -3.45499 3.58388 2.48448
H -3.92357 1.84436 4.21179
H -2.80241 -0.40388 3.98688
H -1.26179 -0.75141 2.07807
O -2.79835 -1.30771 -5.85974
C -2.32865 -0.96638 -4.80036
C -0.92734 -1.30220 -4.29351
O -0.08574 -1.94783 -4.88887
C -0.85666 -0.69325 -2.96451
C -2.04483 -0.01507 -2.67106
O -2.12383 0.59048 -1.53590
C -3.03037 -0.14883 -3.72511
O -4.17970 0.26045 -3.76653
O 0.07843 -0.69581 -2.09994
C -3.85347 -2.88713 -1.36968
S -2.28353 -2.81955 -0.49099
C -1.22446 -3.64253 -1.69721
H -3.77225 -2.39282 -2.33760
H -4.57340 -2.34035 -0.76304
H -4.19172 -3.91540 -1.50643
H -1.32296 -4.72824 -1.65124
H -0.19615 -3.35339 -1.48659
H -1.46683 -3.29764 -2.70097
I -5.48736 -2.09294 2.70522
C -5.63656 -0.28260 1.63169
C -6.49353 0.70994 2.08332
C -6.54428 1.87529 1.33338
C -5.75579 1.98892 0.20035
C -4.93812 0.92548 -0.15527
N -4.88725 -0.20220 0.56138
H -7.08164 0.57546 2.97949
H -7.19068 2.68848 1.64181
H -5.75410 2.88613 -0.40304
H -4.28831 0.96488 -1.02147
C 2.71838 2.13928 1.62191
Si 2.32860 0.52208 2.51969
C 3.96929 -0.01640 3.31362
C 1.22735 0.99868 3.98681
Si 1.28820 -0.94136 1.00701
Si 3.17325 -1.92662 -0.00122
C 4.16166 -3.18314 1.03342
C 4.49107 -0.65666 -0.45548
C 2.68252 -2.85550 -1.56656
Si 0.70623 -2.74712 2.42541
C 1.85399 -2.93693 3.92608
C 0.74904 -4.41263 1.52420
C -1.00531 -2.74875 3.24522
H 3.16530 2.87141 2.30365
H 1.81335 2.58031 1.19254
H 3.41463 1.96660 0.79730
H 4.35683 0.79652 3.93820
H 4.72315 -0.25027 2.55999
H 3.84314 -0.89868 3.94355
H 1.78768 1.63240 4.68310
H 0.87151 0.12269 4.53653
H 0.34963 1.55604 3.65326
H 4.57175 -2.71893 1.93329
H 5.00230 -3.54079 0.42757
H 3.57547 -4.05220 1.33731
H 4.07252 0.21559 -0.95225
H 5.22364 -1.10662 -1.13335
H 5.02298 -0.31408 0.43589
H 2.06889 -3.72857 -1.32575
H 3.57138 -3.20516 -2.10293
H 2.09446 -2.21938 -2.22983
H 2.90211 -3.02029 3.64281
H 1.57424 -3.83704 4.48541
H 1.75411 -2.08063 4.59828
H 1.66430 -4.56564 0.95024
H -0.09618 -4.49235 0.83900
H 0.66187 -5.22543 2.25372
H -1.14387 -1.89858 3.91857
H -1.09043 -3.66351 3.84230
H -1.81886 -2.75212 2.51598

Force components x, y, z for each atom (eV/Å):
Ti 0.264 -0.060 -0.379
C 0.007 -0.024 -0.015
C -0.006 -0.036 0.064
C 0.055 -0.025 0.027
C -0.067 0.014 0.009
C 0.013 -0.056 -0.009
C -0.006 0.023 -0.024
N -0.075 -0.029 0.067
C 0.115 0.086 0.055
C -0.129 0.023 -0.025
C 0.018 -0.016 -0.010
C -0.014 -0.015 0.010
C -0.012 0.036 -0.013
C 0.055 -0.010 -0.011
N 0.056 -0.059 0.090
N 0.015 0.001 -0.002
C -0.021 -0.008 -0.019
C -0.014 0.012 -0.014
C -0.019 -0.007 0.013
C 0.044 0.001 -0.027
C 0.047 0.084 -0.002
N -0.142 -0.162 0.019
H 0.000 0.002 -0.002
H -0.001 0.005 -0.003
H 0.021 -0.004 -0.006
H 0.000 0.013 0.001
H -0.001 0.001 0.000
H -0.006 0.018 -0.007
H -0.004 0.002 -0.001
H 0.001 0.002 0.004
H 0.003 -0.001 -0.003
H -0.003 -0.001 -0.006
H -0.010 -0.003 -0.005
H -0.026 0.008 -0.032
H -0.031 0.074 -0.037
O -0.010 -0.010 -0.010
C 0.048 0.007 0.017
C -0.047 0.029 -0.005
O 0.007 -0.013 -0.005
C -0.045 -0.049 -0.026
C -0.039 0.002 0.105
O -0.090 0.170 -0.090
C 0.023 -0.057 -0.017
O -0.025 0.020 0.021
O -0.075 0.071 0.169
C -0.021 -0.044 0.033
S 0.045 0.055 0.011
C -0.018 -0.033 0.048
H 0.005 -0.002 -0.013
H 0.014 -0.005 -0.007
H 0.001 -0.004 -0.002
H -0.006 0.001 0.003
H -0.015 0.004 0.015
H -0.002 -0.016 -0.006
I -0.039 -0.002 0.030
C -0.025 -0.023 0.009
C 0.025 0.005 -0.009
C -0.003 -0.003 0.009
C 0.019 0.002 -0.015
C 0.057 0.005 0.014
N 0.009 0.003 -0.007
H -0.001 -0.003 -0.002
H 0.004 0.001 -0.001
H 0.000 0.001 0.009
H 0.003 0.013 -0.015
C 0.003 -0.004 0.023
Si 0.003 0.011 -0.005
C -0.002 -0.007 0.010
C -0.026 -0.021 0.016
Si 0.025 0.118 -0.046
Si 0.013 0.000 0.040
C -0.014 -0.025 0.021
C 0.017 0.001 0.004
C 0.007 -0.005 -0.011
Si 0.015 0.015 0.014
C -0.015 -0.020 0.007
C 0.024 -0.028 -0.022
C -0.011 -0.065 0.055
H 0.006 0.000 -0.004
H 0.000 -0.005 -0.003
H -0.002 -0.002 0.000
H -0.001 -0.005 -0.001
H 0.003 0.004 0.012
H -0.005 0.005 0.011
H -0.012 0.000 -0.002
H 0.004 0.019 -0.007
H -0.034 0.004 -0.019
H 0.005 0.013 0.017
H 0.000 0.006 0.004
H 0.073 0.040 0.024
H -0.008 0.040 -0.019
H 0.010 -0.001 0.005
H -0.005 -0.002 -0.017
H 0.029 -0.012 0.009
H -0.012 -0.004 -0.004
H 0.000 0.015 -0.017
H 0.061 -0.021 -0.026
H 0.007 0.005 -0.005
H 0.013 -0.003 -0.009
H -0.098 -0.013 0.010
H -0.054 0.014 -0.045
H 0.004 0.000 -0.002
H 0.035 -0.069 -0.003
H 0.013 -0.010 0.000
H 0.001 -0.005 0.018

# 2
Here is a molecular structure, C7H12 at a distorted geometry from the Open Molecules 2025 dataset. Energies are from wB97M-V/def2-TZVPD.

Summary:
expectation value of S²: 0.7958
HOMO-LUMO gap (spin up / spin down): 4.720 / 5.927 eV
2S+1: 2
E_tot: -7447.5139 eV
total charge: -1
HOMO level (spin up / spin down): -0.640 / -1.888 eV
molar mass: 96.17 g mol⁻¹

Geometry (Å):
C -3.62770 0.48278 0.48480
C -2.51933 0.05158 -0.50597
C -1.26753 -0.36056 0.26690
C 0.05292 -0.29735 -0.24505
C 1.30794 -0.01590 0.28091
C 2.52576 -0.04810 -0.52829
C 3.76392 -0.13035 0.27193
H -3.50392 0.04094 1.39968
H -4.67634 0.29844 0.21876
H -3.49381 1.53429 0.67323
H -2.89241 -0.74181 -1.21357
H -2.31179 0.91706 -1.21452
H -1.42048 -0.71865 1.24185
H 0.18809 -0.16052 -1.42211
H 1.93948 0.97148 0.13742
H 2.60231 0.32200 -1.52376
H 4.67018 -0.12486 -0.26790
H 3.79992 0.66256 1.00325
H 3.68289 -1.09359 0.81626

Force components x, y, z for each atom (eV/Å):
C -0.136 0.861 -2.142
C 0.067 -0.154 -0.984
C 1.524 0.695 -2.087
C -1.112 1.744 -2.720
C 0.202 -1.732 1.342
C -0.591 0.418 0.479
C -0.439 -1.245 0.996
H 0.476 -1.424 2.351
H 0.229 0.078 -0.485
H -0.180 0.607 0.082
H 0.133 0.296 0.642
H -0.049 -0.884 0.878
H -0.118 -0.133 1.413
H -1.139 -0.564 1.284
H -0.532 0.803 0.632
H -0.166 -0.213 -1.430
H 1.139 0.055 -0.956
H 0.169 0.293 0.639
H 0.522 0.498 0.066

# 3
Here is 2 unconnected molecules or ions with the total composition C6H13NO at a distorted geometry from the Open Molecules 2025 dataset. Energies are from wB97M-V/def2-TZVPD.

Summary:
HOMO-LUMO gap: 9.141 eV
2S+1: 1
E_tot: -9968.2240 eV
SMILES string: C=CC(=C)CCN.O
HOMO level: -8.462 eV
molar mass: 115.18 g mol⁻¹

Geometry (Å):
C 0.98946 -0.71943 -2.75141
C 0.74956 -1.09177 -1.44239
C -0.38118 -0.79536 -0.60048
C -0.30728 -1.34357 0.65951
C -1.40590 0.32466 -0.88314
C -0.93504 1.61417 -0.02371
N -1.28578 1.45582 1.38338
H 1.79192 -1.16521 -3.34008
H 0.29136 -0.04531 -3.29162
H 1.53890 -1.70878 -0.98091
H -1.16956 -1.32589 1.25485
H 0.41538 -2.00414 1.01154
H -2.33921 -0.14727 -0.43678
H -1.50773 0.45390 -2.03054
H -1.45970 2.52103 -0.42351
H 0.17749 1.69496 -0.28925
H -0.73045 0.68772 1.77717
H -1.24987 2.35427 1.94848
O 2.02985 0.02087 2.62561
H 2.65798 -0.51043 2.10880
H 2.08744 0.90528 2.25304

Force components x, y, z for each atom (eV/Å):
C -1.359 -0.241 1.682
C 1.799 0.338 -3.046
C 0.698 0.520 2.492
C -1.521 0.820 -2.870
C -0.056 -1.239 0.189
C -0.170 -0.279 -1.852
N 0.314 0.815 0.311
H -0.021 0.337 0.382
H 0.514 -0.596 0.398
H -0.577 0.070 -0.206
H -1.073 0.467 1.046
H 1.469 -0.921 0.097
H 0.621 1.259 -0.759
H 0.048 0.216 2.061
H 0.495 -0.770 0.323
H -1.228 0.189 0.623
H -0.229 0.809 0.225
H 0.302 -1.825 -1.100
O 0.289 -0.296 -0.176
H -0.320 0.299 0.234
H 0.007 0.028 -0.054

# 4
Here is 2 unconnected molecules or ions with the total composition C3H9NS at a distorted geometry from the Open Molecules 2025 dataset. Energies are from wB97M-V/def2-TZVPD.

Summary:
expectation value of S²: 0.7532
HOMO-LUMO gap (spin up / spin down): 10.713 / 5.736 eV
2S+1: 2
E_tot: -15572.8132 eV
total charge: +1
HOMO level (spin up / spin down): -13.842 / -13.813 eV
molar mass: 91.18 g mol⁻¹

Geometry (Å):
C 0.20056 0.14643 1.33061
C 0.58885 0.97009 2.28639
N 1.11408 -0.72019 0.60841
H -0.82511 0.00816 1.00707
H -0.08528 1.63112 2.81288
H 1.64170 1.16762 2.46060
H 2.03021 -0.29738 0.51257
H 1.18401 -1.63308 1.04517
H 0.38583 -1.00377 -0.77899
C -1.35203 0.05923 -2.25133
S -0.08474 -1.20701 -2.12899
H -2.22377 -0.21800 -1.65580
H -0.90522 1.00875 -1.95676
H -1.66910 0.08804 -3.29185

Force components x, y, z for each atom (eV/Å):
C 0.134 -0.395 0.253
C 0.139 0.703 -0.492
N -0.651 0.252 -0.724
H -0.103 0.062 0.379
H -0.208 -0.155 -0.092
H 0.009 -0.381 0.230
H 0.130 -0.181 0.143
H 0.185 0.010 0.125
H 0.729 0.262 1.051
C 0.194 -0.362 -0.581
S -0.629 -0.052 -0.822
H 0.170 0.096 0.320
H -0.186 0.041 0.206
H 0.089 0.100 0.004